Below is 12 unconnected molecules or ions with the total composition C40H39F11O37S at a distorted geometry, with properties calculated with ωB97M-V/def2-TZVPD.

Structure (XYZ):
```
128
C40H39F11O37S (ωB97M-V/def2-TZVPD)
C 10.19 4.64 1.65
S 9.37 3.16 0.85
O 9.78 1.79 1.45
O 9.82 3.13 -0.65
C 7.48 3.37 0.90
C 6.67 2.49 1.83
C 5.02 2.75 1.74
O 4.21 1.69 1.74
C 4.53 4.33 1.62
C 5.37 5.21 0.71
C 6.69 4.50 -0.04
O 7.04 4.80 -1.30
H 11.23 4.87 1.16
H 10.27 4.41 2.81
H 9.49 5.56 1.48
H 7.15 1.69 2.55
H 3.59 4.72 2.20
H 5.09 6.34 0.57
O -2.04 -0.57 0.45
C -1.08 0.17 0.57
O 0.22 -0.22 0.36
C 1.01 0.95 0.47
C 0.15 1.84 1.29
F 0.34 3.14 0.96
O -1.16 1.48 0.92
H 1.20 1.35 -0.53
H 1.97 0.73 0.95
H 0.28 1.72 2.37
O 4.17 -0.39 -0.11
C 5.22 -0.99 0.10
O 6.32 -0.88 -0.70
C 7.35 -1.61 -0.05
C 6.59 -2.56 0.80
F 7.26 -2.84 1.94
O 5.43 -1.83 1.14
H 7.97 -0.92 0.53
H 7.98 -2.12 -0.78
H 6.30 -3.49 0.30
O 1.41 -3.74 -4.57
C 0.60 -3.03 -3.99
O 0.47 -2.95 -2.63
C -0.48 -1.94 -2.38
C -1.26 -1.89 -3.65
F -1.70 -0.64 -3.90
O -0.30 -2.23 -4.63
H 0.04 -1.00 -2.17
H -1.10 -2.19 -1.52
H -2.09 -2.60 -3.69
O -6.50 -5.32 -6.72
C -5.42 -4.96 -6.28
O -4.52 -4.21 -6.97
C -3.48 -3.90 -6.07
C -3.59 -5.00 -5.06
F -3.21 -4.57 -3.84
O -4.97 -5.27 -5.03
H -3.65 -2.91 -5.63
H -2.51 -3.90 -6.57
H -3.04 -5.91 -5.33
O 1.59 2.89 5.96
C 1.07 1.81 5.78
O 0.53 1.03 6.77
C -0.09 -0.07 6.13
C 0.64 -0.14 4.84
F -0.16 -0.60 3.85
O 0.95 1.21 4.56
H -1.15 0.14 6.01
H 0.03 -0.98 6.73
H 1.57 -0.73 4.87
O -8.60 -0.95 -11.09
C -8.12 -1.62 -10.19
O -7.48 -2.81 -10.37
C -6.96 -3.18 -9.10
C -7.84 -2.43 -8.16
F -7.16 -2.09 -7.04
O -8.16 -1.26 -8.87
H -5.91 -2.88 -9.04
H -7.03 -4.27 -8.96
H -8.76 -2.96 -7.89
O -4.87 -0.73 -4.04
C -4.93 -0.21 -2.93
O -5.66 -0.73 -1.89
C -5.37 0.08 -0.77
C -4.92 1.36 -1.39
F -4.00 1.98 -0.62
O -4.30 0.94 -2.59
H -4.58 -0.40 -0.17
H -6.25 0.21 -0.14
H -5.74 2.05 -1.62
O 2.11 -4.89 4.40
C 3.07 -4.15 4.52
O 4.37 -4.54 4.32
C 5.16 -3.37 4.42
C 4.30 -2.47 5.24
F 4.49 -1.18 4.91
O 2.99 -2.84 4.87
H 5.35 -2.97 3.42
H 6.12 -3.59 4.90
H 4.43 -2.60 6.32
O -2.43 1.05 5.26
C -3.19 1.48 4.42
O -2.94 2.57 3.64
C -4.00 2.66 2.71
C -5.10 1.92 3.41
F -5.90 1.31 2.51
O -4.41 0.93 4.14
H -3.70 2.19 1.77
H -4.26 3.71 2.52
H -5.69 2.54 4.09
O 5.79 -2.09 -5.67
C 4.98 -1.38 -5.10
O 4.85 -1.30 -3.74
C 3.90 -0.28 -3.49
C 3.12 -0.24 -4.76
F 2.68 1.01 -5.01
O 4.08 -0.58 -5.74
H 4.42 0.66 -3.28
H 3.27 -0.54 -2.63
H 2.29 -0.95 -4.80
O -7.71 3.37 4.63
C -7.44 3.59 5.80
O -7.91 2.84 6.84
C -7.26 3.33 8.00
C -6.89 4.71 7.61
F -5.75 5.10 8.22
O -6.64 4.61 6.22
H -6.39 2.70 8.23
H -7.94 3.30 8.86
H -7.68 5.46 7.78
```

LUMO = -2.565 eV
Frontier orbital gap = 8.1 eV
SMILES string = CS(=O)(=O)C1=CC(=O)C=CC1=O.O=C1OC[C@@H](F)O1.O=C1OC[C@@H](F)O1.O=C1OC[C@@H](F)O1.O=C1OC[C@@H](F)O1.O=C1OC[C@@H](F)O1.O=C1OC[C@@H](F)O1.O=C1OC[C@@H](F)O1.O=C1OC[C@@H](F)O1.O=C1OC[C@@H](F)O1.O=C1OC[C@@H](F)O1.O=C1OC[C@@H](F)O1

Atomic partial charges in e from the Mulliken method, atoms 1 to 2:
1 C -0.84
2 S 1.14


Below is a molecular structure, C40H39IInN3PS, with properties calculated with ωB97M-V/def2-TZVPD.

Structure (XYZ):
```
86
C40H39IInN3PS (ωB97M-V/def2-TZVPD)
In 0.95 0.30 0.73
C 3.31 -3.09 3.25
C 1.97 -3.13 2.56
C 1.88 -3.21 1.17
C 0.65 -3.29 0.54
C -0.52 -3.30 1.30
C -0.44 -3.23 2.68
C 0.79 -3.14 3.30
H 3.65 -4.10 3.48
H 3.26 -2.53 4.18
H 4.07 -2.62 2.62
H 2.79 -3.20 0.58
H 0.59 -3.38 -0.54
H -1.48 -3.39 0.80
H -1.34 -3.27 3.28
H 0.85 -3.09 4.39
I -2.68 1.09 0.11
C -3.17 1.84 -1.81
C -4.23 2.72 -1.70
C -4.79 3.33 -2.82
C -4.26 3.07 -4.04
C -3.18 2.17 -4.20
C -2.70 1.94 -5.51
C -1.67 1.08 -5.74
C -1.09 0.42 -4.65
C -1.50 0.61 -3.34
P -0.58 -0.39 -2.09
C 1.16 -0.09 -2.58
C 1.57 1.20 -2.91
C 2.91 1.49 -3.07
C 3.87 0.50 -2.90
C 3.47 -0.78 -2.56
C 2.13 -1.07 -2.39
C -0.94 -2.09 -2.63
C -0.30 -2.75 -3.68
C -0.67 -4.05 -4.02
C -1.68 -4.69 -3.33
C -2.33 -4.05 -2.29
C -1.96 -2.76 -1.94
C -2.58 1.51 -3.07
H -4.63 2.94 -0.72
H -5.63 4.01 -2.70
H -4.67 3.53 -4.93
H -3.18 2.47 -6.32
H -1.31 0.90 -6.74
H -0.28 -0.26 -4.84
H 0.83 1.98 -3.06
H 3.22 2.50 -3.34
H 4.92 0.73 -3.03
H 4.21 -1.56 -2.42
H 1.83 -2.08 -2.10
H 0.50 -2.27 -4.22
H -0.16 -4.55 -4.83
H -1.97 -5.70 -3.60
H -3.12 -4.55 -1.74
H -2.45 -2.26 -1.12
N -1.64 -0.19 3.68
C -0.37 -0.07 4.16
N 0.65 0.21 3.42
C 1.81 0.26 4.19
C 3.09 0.54 3.72
C 4.15 0.56 4.61
C 3.95 0.30 5.96
C 2.69 0.03 6.45
C 1.63 0.02 5.56
S -0.06 -0.28 5.87
H -1.70 -0.38 2.69
H -2.31 -0.68 4.25
H 3.25 0.74 2.66
H 5.15 0.77 4.25
H 4.79 0.31 6.64
H 2.53 -0.17 7.51
C -1.75 3.33 2.45
C -0.89 3.15 1.20
C -1.28 4.17 0.13
C 0.58 3.38 1.58
N -0.91 1.76 0.68
H -1.61 4.33 2.88
H -1.49 2.59 3.20
H -2.82 3.24 2.21
H -1.12 5.19 0.50
H -2.34 4.09 -0.14
H -0.69 4.03 -0.77
H 0.71 4.39 1.96
H 1.23 3.27 0.70
H 0.89 2.68 2.36
```

LUMO = -2.755 eV
Frontier orbital gap = 7.5 eV
Net charge = +1
Energy above the lowest of the compared OMol25 structures with the same formula, charge and spin = 0.00 kJ/mol

Atomic partial charges in e from the Mulliken method, atoms 1 to 2:
1 In 0.78
2 C -1.55


Below is 2 unconnected molecules or ions with the total composition C40H39N7O4 at a distorted geometry, with properties calculated with ωB97M-V/def2-TZVPD.

Structure (XYZ):
```
90
C40H39N7O4 (ωB97M-V/def2-TZVPD)
C -5.05 -0.87 0.41
C -3.70 -0.25 0.15
C -3.50 0.50 -1.00
C -2.26 1.08 -1.30
C -2.15 1.83 -2.60
C -1.20 0.89 -0.39
N 0.09 1.42 -0.70
C 0.39 2.77 -0.96
C -0.59 3.83 -0.95
C -0.45 4.85 -1.92
C -1.47 5.78 -2.09
C -2.59 5.78 -1.25
C -2.68 4.83 -0.22
C -1.68 3.89 -0.04
N 1.67 2.91 -1.24
N 2.22 1.64 -1.13
C 3.63 1.49 -1.22
C 4.42 2.37 -0.46
C 3.82 3.45 0.37
C 5.81 2.21 -0.49
C 6.43 1.22 -1.26
C 7.92 1.05 -1.24
C 5.62 0.40 -2.05
C 4.23 0.54 -2.08
C 3.45 -0.29 -3.05
C 1.26 0.73 -0.90
C 1.55 -0.67 -0.55
O 2.46 -0.91 0.28
C 0.76 -1.76 -1.11
C 1.06 -3.11 -0.58
C -0.25 -1.53 -2.10
C -0.05 -0.64 -3.19
C -0.97 -0.58 -4.23
C -2.16 -1.30 -4.16
C -2.41 -2.13 -3.07
C -1.45 -2.28 -2.07
C -1.38 0.18 0.80
C -0.31 0.03 1.85
C -2.63 -0.39 1.04
H -5.05 -1.43 1.35
H -5.84 -0.10 0.46
H -5.33 -1.56 -0.40
H -4.31 0.63 -1.72
H -1.11 1.95 -2.93
H -2.68 1.27 -3.38
H -2.61 2.82 -2.53
H 0.43 4.85 -2.56
H -1.38 6.53 -2.88
H -3.38 6.52 -1.38
H -3.54 4.83 0.45
H -1.73 3.18 0.79
H 4.64 3.98 0.88
H 3.26 4.17 -0.23
H 3.14 3.07 1.15
H 6.43 2.88 0.11
H 8.21 0.18 -1.84
H 8.44 1.92 -1.64
H 8.30 0.90 -0.22
H 6.08 -0.36 -2.68
H 4.16 -0.80 -3.72
H 2.85 -1.06 -2.55
H 2.79 0.32 -3.68
H 0.51 -3.87 -1.14
H 2.14 -3.32 -0.65
H 0.78 -3.17 0.48
H 0.87 -0.06 -3.23
H -0.75 0.06 -5.09
H -2.90 -1.22 -4.97
H -3.35 -2.68 -2.99
H -1.62 -2.94 -1.21
H -0.80 -0.11 2.83
H 0.32 -0.85 1.70
H 0.34 0.91 1.94
H -2.77 -0.96 1.97
C -5.00 -4.85 4.84
O -3.83 -5.62 5.20
C -2.71 -4.90 5.26
N -1.60 -5.58 5.61
C -0.51 -4.85 5.69
N 0.77 -5.22 6.08
O 1.51 -4.07 6.03
N 0.66 -2.90 5.58
O 1.18 -1.81 5.50
C -0.57 -3.43 5.38
C -1.76 -2.82 5.01
N -2.84 -3.61 4.97
H -5.80 -5.58 4.89
H -5.15 -4.02 5.54
H -4.89 -4.43 3.83
H -1.82 -1.76 4.80
```

LUMO = -1.682 eV
Frontier orbital gap = 4.5 eV
Energy above the lowest of the compared OMol25 structures with the same formula, charge and spin = 0.00 kJ/mol

Atomic partial charges in e from the Mulliken method, atoms 1 to 2:
1 C -1.60
2 C 0.78


Below is a molecular structure, C40H40ClIN2OP3RuSe2 at a distorted geometry, with properties calculated with ωB97M-V/def2-TZVPD.

Structure (XYZ):
```
91
C40H40ClIN2OP3RuSe2 (ωB97M-V/def2-TZVPD)
Ru 0.39 -0.80 0.34
Se 0.44 1.60 0.51
P -2.60 3.60 -0.77
Se -1.60 1.97 -1.75
C -1.40 4.78 -0.07
C -0.12 4.93 -0.61
C 0.73 5.90 -0.12
C 0.32 6.74 0.91
C -0.95 6.61 1.44
C -1.81 5.64 0.95
C -3.43 2.88 0.70
C -4.75 2.45 0.55
C -5.41 1.83 1.60
C -4.77 1.65 2.82
C -3.46 2.09 2.98
C -2.79 2.70 1.93
H 0.21 4.26 -1.39
H 1.73 6.00 -0.53
H 1.00 7.49 1.30
H -1.28 7.26 2.24
H -2.81 5.55 1.36
H -5.25 2.60 -0.40
H -6.43 1.49 1.47
H -5.29 1.18 3.64
H -2.97 1.97 3.94
H -1.76 3.03 2.05
Cl 3.18 -1.73 6.82
C 2.94 -1.67 5.09
C 3.93 -2.09 4.25
C 3.78 -2.01 2.86
I 5.39 -2.49 1.63
C 2.61 -1.54 2.26
O 2.43 -1.41 0.99
C 1.57 -1.15 3.17
N 0.45 -0.65 2.57
C -0.40 0.02 3.30
C -0.30 0.10 4.70
C 0.73 -0.51 5.33
C 1.74 -1.13 4.56
H 4.86 -2.47 4.67
H -1.20 0.51 2.76
H -1.06 0.64 5.25
H 0.83 -0.48 6.41
C -3.12 -0.97 -0.28
P -1.73 -1.73 0.60
C -2.42 -1.92 2.27
C -1.79 -3.50 0.09
C -0.43 -4.13 0.40
P 0.72 -3.02 -0.48
C 0.22 -3.37 -2.20
C 2.36 -3.76 -0.41
H -4.02 -1.58 -0.16
H -2.87 -0.86 -1.33
H -3.29 0.02 0.13
H -3.32 -2.54 2.18
H -2.73 -0.96 2.67
H -1.72 -2.40 2.95
H -1.98 -3.54 -0.98
H -2.62 -3.99 0.59
H -0.36 -5.17 0.08
H -0.20 -4.07 1.47
H 0.00 -4.44 -2.29
H 1.04 -3.12 -2.86
H -0.64 -2.78 -2.50
H 2.36 -4.71 -0.96
H 2.66 -3.94 0.62
H 3.07 -3.07 -0.86
N 0.19 -0.44 -1.62
C 0.98 -0.39 -2.60
C 2.45 -0.70 -2.54
C 3.24 -0.20 -1.51
C 4.59 -0.52 -1.44
C 5.16 -1.36 -2.39
C 4.38 -1.86 -3.43
C 3.04 -1.52 -3.51
C 0.43 -0.01 -3.95
C 1.17 0.78 -4.83
C 0.63 1.18 -6.04
C -0.64 0.76 -6.41
C -1.38 -0.03 -5.54
C -0.84 -0.41 -4.32
H 2.79 0.44 -0.76
H 5.19 -0.13 -0.63
H 6.21 -1.61 -2.33
H 4.82 -2.50 -4.18
H 2.44 -1.88 -4.34
H 2.17 1.10 -4.55
H 1.21 1.81 -6.71
H -1.06 1.07 -7.36
H -2.38 -0.35 -5.82
H -1.43 -1.00 -3.62
```

2S+1 = 2
LUMO (alpha / beta) = -0.704 / -1.181 eV
Frontier orbital gap (alpha / beta) = 6.5 / 6.0 eV
Energy above the lowest of the compared OMol25 structures with the same formula, charge and spin = 216.08 kJ/mol

Atomic partial charges in e from the Mulliken method, atoms 1 to 2:
1 Ru -0.14
2 Se -0.63


Below is a molecular structure, C40H40ClMnN7O3 at a distorted geometry, with properties calculated with ωB97M-V/def2-TZVPD.

Structure (XYZ):
```
92
C40H40ClMnN7O3 (ωB97M-V/def2-TZVPD)
Mn -0.40 -0.72 2.88
O 1.57 -3.22 5.43
C 1.38 -2.49 4.49
N 0.77 -1.23 4.56
C 0.69 -0.40 5.68
O 1.16 -0.58 6.77
C 0.11 0.92 5.36
C 0.19 1.94 6.31
C -0.32 3.21 6.05
C -0.94 3.40 4.82
C -0.94 2.37 3.89
N -0.41 1.16 4.17
C 1.70 -2.91 3.11
C 2.56 -3.99 2.94
C 2.76 -4.46 1.66
C 2.12 -3.87 0.60
C 1.27 -2.80 0.87
N 1.13 -2.33 2.10
H 0.71 1.72 7.26
H -0.25 4.09 6.74
H -1.35 4.35 4.51
H -1.38 2.43 2.90
H 3.05 -4.46 3.78
H 3.32 -5.37 1.48
H 2.25 -4.24 -0.39
H 0.72 -2.32 0.08
C 1.92 -1.02 -2.33
C 0.93 -0.59 -3.41
C -0.48 -1.13 -3.06
C 1.39 -1.24 -4.75
C 0.94 0.98 -3.53
O 0.05 1.31 -4.59
C 2.35 1.53 -3.75
C 2.33 2.93 -4.37
C 1.59 4.05 -3.68
C 0.52 4.70 -4.28
C -0.09 5.78 -3.63
C 0.36 6.19 -2.39
Cl -0.47 7.57 -1.69
C 1.43 5.58 -1.77
C 2.02 4.55 -2.47
C 0.12 1.62 -2.42
N 0.50 1.38 -0.99
C -0.01 0.58 -0.11
N 0.58 0.71 1.06
C 1.54 1.66 0.81
N 1.53 2.10 -0.43
H 1.74 -2.03 -2.00
H 1.89 -0.36 -1.46
H 2.97 -1.03 -2.67
H -0.52 -2.16 -3.29
H -1.34 -0.66 -3.58
H -0.68 -1.01 -2.00
H 1.49 -2.30 -4.56
H 2.39 -0.82 -5.14
H 0.63 -1.09 -5.47
H 0.46 0.98 -5.40
H 2.91 0.85 -4.38
H 2.87 1.51 -2.75
H 1.99 2.82 -5.37
H 3.40 3.27 -4.43
H 0.09 4.33 -5.23
H -0.92 6.37 -4.11
H 1.83 5.92 -0.78
H 2.87 4.09 -1.92
H -0.88 1.31 -2.55
H 0.22 2.70 -2.54
H -0.90 -0.02 -0.16
H 2.27 1.93 1.52
C -4.27 0.53 -1.02
C -3.36 1.17 -0.16
C -2.76 0.45 0.85
C -2.92 -0.92 1.03
C -3.98 -1.51 0.34
C -4.56 -0.83 -0.74
N -2.01 -1.62 1.94
C -1.98 -3.04 1.94
C -1.68 -3.77 3.07
C -1.74 -5.16 3.09
C -1.99 -5.86 1.94
C -2.21 -5.17 0.77
C -2.25 -3.80 0.74
H -4.75 1.06 -1.83
H -3.09 2.24 -0.26
H -2.03 0.95 1.46
H -4.24 -2.54 0.45
H -5.33 -1.31 -1.32
H -1.50 -3.24 3.99
H -1.61 -5.72 4.04
H -2.17 -6.93 1.93
H -2.49 -5.72 -0.10
H -2.40 -3.33 -0.20
```

2S+1 = 6
LUMO (alpha / beta) = -0.059 / -0.065 eV
Frontier orbital gap (alpha / beta) = 6.8 / 6.9 eV
Energy above the lowest of the compared OMol25 structures with the same formula, charge and spin = 0.00 kJ/mol

Atomic partial charges in e from the Mulliken method, atoms 1 to 2:
1 Mn 0.46
2 O -0.63


Q: What is the formula in the first record?
A: C40H39F11O37S


Q: Number 1 is which compound?
A: C40H39F11O37S